No. 1
DFT (ωB97M-V/def2-TZVPD) results for C5H8N2 in the gas phase in a non-equilibrium geometry.

ΔE to the lowest compared entry with this formula, charge and spin in kcal/mol: 66.1
HOMO energy in hartree: -0.2779
SMILES: Cn1cccc1N
Net charge: 0
Orbital gap in eV: 8.41

Bonds (Å) are listed after each position.
Atoms and positions in Å:
1 C -1.307 -1.238 0.346  N2 1.444, H8 1.093, H9 1.093, H10 1.092
2 N -0.113 -0.438 0.200  C1 1.444, C3 1.386, C6 1.353
3 C 1.181 -0.898 0.386  N2 1.386, C4 1.355, H11 1.077
4 C 2.005 0.139 0.099  C3 1.355, C5 1.459, H12 1.082
5 C 1.252 1.287 -0.393  C4 1.459, C6 1.422, H13 1.142
6 C -0.089 0.840 -0.242  N2 1.353, C5 1.422, N7 1.406
7 N -1.320 1.483 -0.466  C6 1.406, H14 1.020, H15 1.013
8 H -2.007 -0.962 -0.446  C1 1.093
9 H -1.042 -2.295 0.254  C1 1.093
10 H -1.773 -1.067 1.319  C1 1.092
11 H 1.371 -1.921 0.663  C3 1.077
12 H 3.087 0.168 0.121  C4 1.082
13 H 1.754 0.863 -1.327  C5 1.142
14 H -1.837 1.661 0.395  N7 1.020
15 H -1.162 2.379 -0.910  N7 1.013

No. 2
DFT (ωB97M-V/def2-TZVPD) results for C5H8N2 in the gas phase.

ΔE to the lowest compared entry with this formula, charge and spin in kcal/mol: 14.8
HOMO energy in hartree: -0.2765
SMILES: Cn1ccc(N)c1
Net charge: 0
Orbital gap in eV: 8.66

Bonds (Å) are listed after each position.
Atoms and positions in Å:
1 C -0.200 -0.803 2.095  N2 1.452, H8 1.093, H9 1.094, H10 1.098
2 N -0.579 -0.305 0.784  C1 1.452, C3 1.373, C7 1.390
3 C -0.674 1.051 0.592  N2 1.373, C4 1.366, H11 1.084
4 C -0.170 1.373 -0.636  C3 1.366, C5 1.434, H12 1.083
5 C 0.293 0.154 -1.231  C4 1.434, N6 1.403, C7 1.368
6 N 0.985 0.050 -2.447  C5 1.403, H13 1.010, H14 1.011
7 C 0.015 -0.852 -0.347  N2 1.390, C5 1.368, H15 1.082
8 H -0.704 -0.218 2.869  C1 1.093
9 H -0.468 -1.857 2.208  C1 1.094
10 H 0.885 -0.694 2.224  C1 1.098
11 H -1.093 1.680 1.369  C3 1.084
12 H -0.130 2.365 -1.070  C4 1.083
13 H 0.793 0.812 -3.081  N6 1.010
14 H 0.851 -0.837 -2.913  N6 1.011
15 H 0.195 -1.917 -0.414  C7 1.082

No. 3
DFT (ωB97M-V/def2-TZVPD) results for a 2-piece molecular cluster, C5H8N2 overall in a non-equilibrium geometry.

ΔE to the lowest compared entry with this formula, charge and spin in kcal/mol: 110.2
HOMO energy in hartree: -0.3007
Net charge: 0
Orbital gap in eV: 8.17

Bonds (Å) are listed after each position.
Atoms and positions in Å:
1 C -2.312 0.678 -1.345  C5 1.437, N6 1.160
2 C 0.936 1.022 -0.439  C3 1.530, N7 1.290, H8 1.082
3 C 1.529 -0.054 -1.352  C2 1.530, N7 1.513, H10 1.059, H11 1.122
4 C 0.050 -0.793 2.518  H9 1.039, H12 1.094, H13 1.057, H14 1.102
5 C -1.099 -0.076 -1.502  C1 1.437, N7 1.316, H15 1.064
6 N -3.117 1.490 -1.149  C1 1.160
7 N 0.091 0.383 -1.175  C2 1.290, C3 1.513, C5 1.316
8 H 1.097 2.090 -0.373  C2 1.082
9 H 0.543 -0.140 1.878  C4 1.039
10 H 1.940 0.266 -2.274  C3 1.059
11 H 1.930 -0.975 -0.854  C3 1.122
12 H -0.040 -0.330 3.505  C4 1.094
13 H 0.500 -1.748 2.573  C4 1.057
14 H -0.988 -0.921 2.172  C4 1.102
15 H -1.060 -0.893 -2.184  C5 1.064